{"formula": "C3H5O2P", "method": "ωB97M-V/def2-TZVPD", "symbols": ["C", "C", "C", "O", "O", "P", "H", "H", "H", "H", "H"], "xyz": [[-0.48971, 0.36153, 0.60621], [-0.43066, -0.91742, 1.29854], [-0.12230, -1.90645, 0.33062], [-0.74338, 1.44574, 1.09573], [0.07093, -1.53869, -0.88552], [0.05887, 0.16451, -1.13938], [0.59347, -0.73061, 1.83829], [-1.27800, -1.04595, 1.94449], [0.00666, -3.03354, 0.51050], [1.42384, 3.65559, -3.11802], [0.91028, 3.54530, -2.48145]], "atomic_forces_ev_per_a": [[-0.114, 2.391, -0.940], [2.363, 0.776, 1.985], [-0.706, -5.334, 2.652], [-0.117, -0.408, -0.071], [0.925, 2.471, -4.992], [-0.188, -1.413, 0.343], [-1.781, -0.273, 0.444], [-0.139, -0.226, 0.700], [-0.240, 2.016, -0.125], [-1.480, -0.323, 1.834], [1.478, 0.325, -1.829]], "mulliken_spin": [0.01, -0.06, 0.78, 0.14, 0.16, 0.84, 0.09, 0.03, 0.01, 0.00, 0.00], "e_above_lowest_kcal_mol": 0.0, "e_lumo_ha": [0.022, -0.071], "homo_lumo_gap_ev": [7.35, 7.62], "spin_multiplicity": 3}